Here is a molecular structure, C32H23CaF20GeN3O2SSe3 from OMol25. Energies are from ωB97M-V with the def2-TZVPD basis set.

```
86
Properties=species:S:1:pos:R:3:forces:R:3:mulliken_charge:R:1
Ca -0.13300 0.14076 -0.27987 -0.4 -0.3 -0.2 1.399
N -1.17973 2.31592 0.27007 0.0 0.1 0.1 -0.367
C -0.86497 2.61678 1.67062 0.0 0.1 0.1 -0.531
C -1.14627 1.42762 2.58078 0.0 0.0 0.1 -0.784
N -0.43175 0.19388 2.22422 -0.1 0.1 -0.1 -0.005
C 0.81459 -0.05821 2.94551 0.0 -0.1 0.1 -0.865
C 1.99050 0.73218 2.39507 0.1 0.1 0.1 -0.792
N 2.12273 0.54711 0.94915 -0.1 0.0 -0.1 -0.171
H -0.94289 3.10343 -0.32297 0.0 0.0 0.0 0.184
H -2.17147 2.11851 0.16053 0.0 0.0 0.0 0.074
H -1.43964 3.47172 2.04721 0.0 0.0 0.0 0.476
H 0.18977 2.89625 1.71743 0.0 0.0 0.0 0.182
H -2.21398 1.20093 2.53846 0.0 0.0 0.0 0.432
H -0.90561 1.72059 3.61105 -0.1 0.0 0.0 0.313
H -1.06741 -0.58157 2.37648 0.0 0.0 0.0 0.274
H 1.02396 -1.12476 2.84406 0.0 0.0 0.0 0.379
H 0.70889 0.15945 4.01801 0.0 0.0 0.0 0.381
H 2.89353 0.43281 2.94161 -0.1 0.0 0.0 0.505
H 1.85042 1.80062 2.58039 0.0 0.0 0.0 0.325
H 2.38489 -0.41029 0.71923 0.0 0.0 0.0 -0.046
H 2.86095 1.14570 0.59619 0.0 0.0 -0.1 0.148
C 0.04089 -0.03422 -4.05727 0.0 0.1 0.1 -0.634
Se 0.30696 1.56520 -2.97890 -0.1 0.1 -0.2 0.047
C 2.25258 1.47310 -2.94545 0.2 -0.1 0.0 -0.738
C 2.87011 2.82418 -2.64169 0.1 0.1 -0.1 -0.936
Se 2.23052 3.61891 -0.96973 0.0 -0.2 0.1 0.148
C 2.63026 5.46092 -1.41990 0.0 0.1 0.0 -1.067
H -1.03104 -0.21503 -4.09365 0.0 0.0 0.0 0.062
H 0.54140 -0.86335 -3.56415 0.0 0.0 0.0 0.213
H 0.41627 0.13897 -5.06254 0.0 0.0 0.0 0.438
H 2.58023 1.15274 -3.93687 -0.1 0.0 0.0 0.519
H 2.54779 0.69543 -2.23838 0.0 0.0 0.0 0.290
H 2.62016 3.54096 -3.42563 0.0 0.0 0.0 0.425
H 3.95564 2.73341 -2.58959 0.0 0.0 0.0 0.464
H 3.69875 5.60796 -1.55867 0.0 -0.1 0.0 0.318
H 2.29238 6.07453 -0.58653 0.0 0.0 0.0 0.308
H 2.08782 5.74997 -2.31734 0.0 0.0 0.0 0.322
F -7.16424 -2.97187 -0.15054 0.0 -0.1 -0.1 -0.316
C -6.19092 -3.55254 -0.86890 -0.1 0.0 0.1 0.521
C -5.06963 -2.83395 -1.23409 0.0 -0.1 -0.1 -0.061
C -4.14895 -3.50498 -2.02065 0.1 -0.1 -0.1 0.118
F -3.05765 -2.86332 -2.46283 0.0 0.0 0.0 -0.194
C -4.30425 -4.82732 -2.40593 -0.1 0.1 0.1 -0.312
F -3.38916 -5.42890 -3.16425 0.0 0.0 0.0 -0.296
C -5.43367 -5.52085 -1.99872 0.0 0.2 0.1 0.811
F -5.60627 -6.78864 -2.35413 0.0 -0.1 0.0 -0.307
C -6.38805 -4.87691 -1.22694 0.1 0.1 -0.1 0.047
F -7.48600 -5.52921 -0.84675 0.0 0.0 0.0 -0.298
Ge -4.64965 -0.97470 -0.74710 0.5 -0.1 0.1 0.289
S -2.76800 -0.90656 0.27218 0.0 0.1 0.2 -0.543
C -4.72052 -0.04700 -2.48403 0.0 0.2 -0.1 -0.233
C -3.73822 0.78305 -2.99156 0.0 0.0 -0.1 -0.348
F -2.65238 1.10746 -2.26845 0.0 0.0 0.1 0.293
C -3.81001 1.34425 -4.25638 -0.2 -0.1 0.0 -0.207
F -2.83138 2.13095 -4.70740 0.0 0.0 0.0 -0.332
C -4.91301 1.08793 -5.05703 0.1 0.0 0.2 0.680
F -4.99443 1.62463 -6.26834 0.0 0.0 -0.1 -0.309
C -5.93075 0.27919 -4.57754 0.1 0.0 0.1 0.061
F -7.00310 0.04065 -5.32836 0.0 0.0 0.0 -0.302
C -5.80939 -0.26195 -3.30828 -0.1 0.0 -0.1 0.859
F -6.82652 -1.01342 -2.85715 0.0 0.0 0.0 -0.384
C -6.06160 -0.25744 0.40703 -0.2 0.0 0.1 -0.238
C -6.34276 -0.90165 1.59978 -0.1 0.0 0.1 0.415
F -5.70166 -2.03443 1.90769 0.1 0.0 0.1 -0.315
C -7.28693 -0.44167 2.50188 0.0 0.1 -0.1 0.070
F -7.53110 -1.10295 3.63186 0.0 0.0 0.0 -0.292
C -7.98524 0.72256 2.21634 0.1 -0.1 -0.1 0.608
F -8.89115 1.18598 3.06937 0.0 0.0 0.0 -0.302
C -7.72752 1.39967 1.03602 0.0 -0.1 0.0 0.070
F -8.38777 2.52263 0.75230 0.0 0.0 0.0 -0.297
C -6.77696 0.89735 0.16083 0.0 0.1 0.0 0.378
F -6.56006 1.60375 -0.96217 0.0 0.0 0.0 -0.280
F 5.56728 -5.40288 -0.59338 0.1 0.0 0.0 -0.290
C 4.34333 -4.92508 -0.41563 -0.2 0.1 0.0 0.668
C 3.30700 -5.33885 -1.24080 0.0 0.1 0.1 0.140
F 3.54725 -6.21872 -2.20895 0.0 0.0 0.0 -0.294
C 2.03122 -4.83324 -1.04345 0.1 0.0 0.0 0.498
F 1.06685 -5.24954 -1.85538 0.0 0.0 0.0 -0.300
C 1.75567 -3.91366 -0.03928 0.2 -0.1 0.0 -0.238
Se 0.01848 -3.15505 0.13620 -0.2 0.1 -0.2 0.183
C 2.81296 -3.51310 0.76060 0.1 0.0 -0.1 0.299
F 2.63276 -2.60387 1.72991 0.0 0.0 0.0 -0.302
C 4.09605 -4.00805 0.59363 -0.1 0.0 -0.1 0.006
F 5.09149 -3.59693 1.37912 0.0 0.0 0.0 -0.308
O 1.28472 -1.22428 -1.24446 0.4 -0.3 -0.1 -0.696
O 0.16740 -2.14414 -1.36873 -0.1 0.2 0.2 -0.111
```
Forces are in eV/Å.

Summary:
Relative energy (zero: lowest compared OMol25 entry of this formula, charge and spin) ... 0.00 kcal per mole
Calculated total energy ... -378298.952 eV
HOMO level ... -8.256 eV
LUMO ... -0.0729 eV

=====

Here is a molecular structure, C32H23Cl2HfN4O3SbSe4 from OMol25. Energies are from ωB97M-V with the def2-TZVPD basis set.

```
70
Properties=species:S:1:pos:R:3:forces:R:3:mulliken_charge:R:1
Hf -0.49945 -0.69301 -0.14011 -0.6 0.2 -0.6 0.618
C -2.61401 2.69091 2.61313 0.0 0.0 0.0 -0.726
O -2.41345 3.14219 1.25255 0.0 0.2 -0.2 -0.482
C -1.82723 2.13349 0.61403 0.0 -0.2 0.4 0.435
N -1.53913 1.07276 1.25579 -0.1 0.1 -0.3 0.666
C -1.97620 1.28153 2.65693 0.1 0.0 0.1 -0.278
C -2.92145 0.25786 3.24600 0.0 0.0 -0.1 0.005
C -3.54940 0.59174 4.44275 0.0 0.0 0.1 -0.441
C -4.38571 -0.30747 5.08205 0.0 0.0 0.0 -0.762
C -4.60492 -1.56278 4.53139 0.0 0.0 0.1 -0.524
C -3.97459 -1.90278 3.34833 0.0 0.0 -0.1 -1.244
C -3.13716 -0.99911 2.71042 -0.1 0.0 0.0 0.743
C -1.45082 2.37519 -0.78408 0.0 0.1 -0.2 0.141
C -1.74856 3.53720 -1.48286 0.0 -0.1 0.0 -0.813
C -1.20895 3.69129 -2.75154 0.0 0.0 0.0 -0.504
C -0.34687 2.72983 -3.26226 0.0 -0.1 0.1 -0.950
C -0.11028 1.60662 -2.48531 -0.1 0.2 -0.1 0.120
N -0.68506 1.42802 -1.30520 0.0 -0.2 0.3 0.272
C 0.92198 0.59452 -2.73455 0.1 -0.4 0.2 0.357
N 1.04835 -0.45440 -2.00838 0.2 0.2 -0.2 0.474
C 2.46122 -0.92804 -2.25270 0.0 -0.1 0.0 -0.282
C 2.85306 -0.16177 -3.51928 0.0 -0.1 0.0 -0.409
O 1.87282 0.90130 -3.60377 0.0 0.2 -0.1 -0.463
C 2.66445 -2.42152 -2.28965 0.0 0.0 0.0 -0.256
C 2.70680 -3.17415 -3.46164 -0.1 0.0 -0.1 -0.194
C 2.85128 -4.55171 -3.39990 0.0 -0.1 0.0 -0.797
C 2.96079 -5.19009 -2.16974 0.0 0.0 -0.1 -0.548
C 2.94815 -4.44292 -1.00346 0.0 0.0 0.0 -0.543
C 2.81205 -3.06518 -1.06831 0.0 0.0 0.0 0.449
H -3.68723 2.66384 2.79052 0.0 0.0 0.0 0.441
H -2.13725 3.41260 3.27205 0.0 0.0 0.0 0.305
H -1.05923 1.26683 3.25575 0.0 0.0 0.0 0.253
H -3.37026 1.55718 4.90389 0.0 0.0 0.0 0.419
H -4.85766 -0.03082 6.01596 0.0 0.0 0.0 0.409
H -5.25358 -2.27154 5.02919 0.0 0.0 0.0 0.387
H -4.12009 -2.88397 2.91401 0.0 0.0 0.0 0.448
H -2.65430 -1.30446 1.79804 0.0 0.0 0.0 0.521
H -2.36792 4.29639 -1.02893 0.0 0.0 0.0 0.580
H -1.42589 4.58120 -3.32641 0.0 0.0 0.0 0.460
H 0.14713 2.84994 -4.21496 0.0 0.0 0.0 0.557
H 3.01810 -0.54541 -1.39272 -0.1 0.0 0.0 0.655
H 2.77271 -0.74406 -4.43440 0.0 0.0 0.0 0.341
H 3.83382 0.29933 -3.45715 0.0 0.0 0.0 0.253
H 2.60737 -2.71243 -4.43655 0.0 0.0 0.0 0.177
H 2.88342 -5.12935 -4.31505 0.0 0.0 0.0 0.430
H 3.07132 -6.26580 -2.12629 0.0 0.0 0.0 0.408
H 3.04948 -4.91351 -0.03379 0.0 0.0 0.0 0.387
H 2.83968 -2.49731 -0.14472 0.0 0.0 0.0 -0.037
Cl -5.56396 -0.14144 0.06329 0.0 0.0 0.1 -0.214
C -4.76499 -1.20952 -1.02933 0.2 0.0 -0.1 0.408
C -5.53256 -2.06954 -1.84131 0.0 0.0 0.0 -0.638
C -4.93726 -2.92082 -2.72552 0.0 0.0 0.0 0.718
Cl -5.91215 -3.97517 -3.69842 -0.1 0.0 0.0 -0.265
C -3.52494 -2.96730 -2.86029 0.0 0.1 0.1 -0.252
C -2.80317 -3.82477 -3.71097 0.1 0.0 0.0 -1.031
C -1.43525 -3.76418 -3.70214 -0.1 0.0 0.0 -1.142
C -0.78670 -2.84665 -2.86155 0.0 0.0 0.0 -0.052
N -1.42521 -2.01600 -2.06458 0.3 -0.3 0.0 -0.068
C -2.78040 -2.08957 -2.05062 -0.3 0.1 0.1 0.293
C -3.38940 -1.20750 -1.11150 -0.1 -0.3 -0.3 -0.393
O -2.58273 -0.47481 -0.40212 0.0 0.3 0.3 0.895
H -6.60924 -2.04937 -1.74771 0.0 0.0 0.0 0.469
H -3.33249 -4.52336 -4.34413 0.0 0.0 0.0 0.445
H -0.83526 -4.41711 -4.31985 0.0 0.0 0.0 0.513
H 0.28917 -2.81990 -2.84082 0.2 0.0 0.0 0.340
Se 0.14064 -1.02528 4.47993 0.0 0.0 0.2 -0.527
Sb 1.35348 -1.68671 2.55570 0.2 -0.2 0.1 0.731
Se 1.59360 0.34707 1.02904 0.2 0.2 0.0 -0.574
Se -0.30313 -2.95352 0.97776 0.0 0.1 -0.1 -0.545
Se 3.37541 -2.94918 2.47624 0.1 0.0 0.2 -0.568
```
Forces are in eV/Å.

Summary:
Calculated total energy ... -339941.557 eV
HOMO level ... -7.018 eV
LUMO ... -1.5349 eV